1.
Here is a cluster of 13 separate species, C20H66O13 in total in a non-equilibrium geometry from OMol25. Energies are from the ωB97M-V functional and the def2-TZVPD basis.

Summary:
Energy relative to the best compared isomer or geometry (same formula, charge and spin) ... 24.4 kcal per mole
LUMO level ... 0.0 eV
E ... -48425.3757 eV

XYZ file:
```
99
C20H66O13 (the ωB97M-V functional and the def2-TZVPD basis)
O 4.6666 -0.8214 -0.7809
H 5.5137 -0.4539 -0.4743
H 4.7970 -0.9891 -1.7224
O -1.3673 -2.6229 -4.4740
H -1.0687 -3.4040 -3.9992
H -1.2365 -1.8773 -3.8706
O -0.7494 -0.3263 -0.1619
H -1.1521 -0.3030 0.7131
H 0.1534 -0.6644 -0.0462
C 3.3925 1.4926 -3.2718
C 2.2897 0.6093 -2.8496
O 1.1510 0.9766 -3.6042
H 3.6497 1.4993 -4.3303
H 4.3054 1.4118 -2.6599
H 2.9952 2.4855 -3.0511
H 2.1065 0.7377 -1.7772
H 2.4340 -0.4465 -3.0803
H 0.3845 0.4970 -3.2594
C -3.5690 -3.3881 2.0284
C -3.8328 -3.1280 3.5201
O -2.6011 -2.6691 4.1128
H -2.7748 -4.1218 1.8480
H -3.3335 -2.4757 1.4924
H -4.3908 -3.9802 1.6169
H -4.1104 -4.1070 3.9167
H -4.6842 -2.4485 3.6922
H -2.6183 -2.8226 5.0678
C 3.0090 -3.2825 0.9704
C 2.2347 -2.0192 1.2562
O 1.7922 -1.2986 0.1253
H 3.9960 -3.0183 0.5900
H 2.4832 -3.9036 0.2653
H 3.3082 -3.8101 1.8786
H 2.8186 -1.3570 1.9102
H 1.2785 -2.2101 1.7525
H 2.5182 -0.9525 -0.3982
C -1.9887 -3.5690 -1.1517
C -0.5182 -3.4778 -1.3527
O -0.1765 -4.4960 -2.3258
H -2.4774 -3.3275 -2.0989
H -2.2871 -2.8363 -0.3912
H -2.3054 -4.5539 -0.7899
H 0.0036 -3.7893 -0.4461
H -0.2488 -2.4878 -1.6890
H 0.7248 -4.3774 -2.6650
C -1.9099 4.0689 -0.4869
C -2.6962 4.4011 -1.7087
O -2.0416 5.5840 -2.1678
H -1.8917 4.9261 0.1878
H -0.9012 3.8554 -0.8595
H -2.2208 3.1786 0.0805
H -3.7688 4.5818 -1.5754
H -2.5235 3.6087 -2.4496
H -2.2685 5.7250 -3.0945
C -4.3834 0.3629 0.2348
C -5.0175 1.4913 -0.5574
O -5.4779 0.9236 -1.7549
H -5.0834 -0.4010 0.5712
H -3.9508 0.6258 1.2061
H -3.6775 -0.2013 -0.3865
H -4.2093 2.1990 -0.7440
H -5.8151 1.9584 0.0493
H -5.8543 1.6374 -2.2777
C 3.5357 2.5630 0.3738
C 4.1958 3.8730 -0.1025
O 5.5741 3.8992 0.2076
H 2.5269 2.4785 -0.0347
H 3.6161 2.4268 1.4499
H 4.1364 1.7221 0.0288
H 3.7284 4.7271 0.3674
H 4.0408 4.0600 -1.1698
H 6.1344 3.3116 -0.3116
C 3.3539 0.5200 4.0425
C 4.2432 -0.6442 4.3196
O 4.0696 -1.0446 5.7549
H 3.5743 1.3720 4.6815
H 2.2947 0.2929 4.2319
H 3.5023 0.7350 2.9792
H 5.2957 -0.3972 4.1304
H 4.0154 -1.4824 3.6557
H 4.6533 -1.7663 5.9695
C -2.0655 1.0789 -4.4714
C -2.4420 0.5576 -3.1758
O -1.2786 -0.2450 -2.7580
H -1.7518 0.2312 -5.0784
H -1.2671 1.8186 -4.3732
H -2.7593 1.7636 -4.9416
H -3.2898 -0.1319 -3.2573
H -2.6864 1.3241 -2.4367
H -1.2282 -0.3603 -1.7863
C 0.0591 1.3107 2.5789
C -0.6839 0.2549 3.4819
O -1.5787 -0.4741 2.5912
H 0.7800 0.7557 1.9546
H 0.5845 1.8947 3.3400
H -0.6987 1.9440 2.1355
H -1.2145 0.8181 4.2611
H 0.0743 -0.3884 3.9373
H -1.8684 -1.2174 3.1219
```

Let us look at the Mulliken charges, expressed in e, one per atom: O -0.522; H 0.250; H 0.255; O -0.720; H 0.374; H 0.260; O 0.316; H -0.172; H 0.016; C -1.418; C 0.914; O -0.610; H 0.387; H 0.281; H 0.281; H -0.434; H 0.268; H 0.128; C -0.572; C -0.459; O -0.547; H 0.357; H -0.245; H 0.463; H 0.390; H 0.261; H 0.269; C -1.484; C 0.496; O 0.108; H 0.303; H 0.366; H 0.406; H -0.490; H 0.351; H -0.287; C -0.532; C -0.002; O -0.638; H 0.326; H -0.226; H 0.396; H 0.208; H -0.020; H 0.336; C -0.738; C 0.094; O -0.543; H 0.379; H 0.207; H 0.140; H 0.274; H -0.104; H 0.304; C -0.970; C 0.085; O -0.529; H 0.458; H 0.332; H -0.041; H -0.170; H 0.417; H 0.304; C 0.076; C -0.591; O -0.543; H 0.007; H 0.239; H -0.136; H 0.367; H 0.263; H 0.290; C -0.244; C -0.133; O -0.546; H 0.551; H -0.146; H -0.120; H 0.296; H 0.121; H 0.286; C -1.595; C 1.020; O 0.705; H 0.358; H 0.307; H 0.423; H 0.256; H -0.554; H -0.233; C -0.850; C -0.442; O -0.308; H -0.062; H 0.511; H 0.280; H 0.360; H 0.385; H 0.116

2.
Here is a cluster of 13 separate species, C20H68N2O13 in total in a non-equilibrium geometry from OMol25. Energies are from the ωB97M-V functional and the def2-TZVPD basis.

Summary:
2S+1 ... 2
LUMO level (alpha / beta) ... 2.0 / 2.0 eV
E ... -51437.0665 eV
Net charge ... -1

XYZ file:
```
103
C20H68N2O13 (the ωB97M-V functional and the def2-TZVPD basis)
C 3.3351 1.9841 5.0541
C 4.3980 2.9210 5.6148
O 4.7875 3.8843 4.6400
H 3.1039 1.2382 5.8146
H 3.7120 1.4257 4.1972
H 2.4105 2.4887 4.7738
H 5.3241 2.4574 5.9545
H 3.9959 3.4183 6.4975
H 5.6744 3.7181 4.3123
C 4.3615 1.2487 0.8858
C 5.2133 0.8924 -0.3071
O 6.0539 2.0314 -0.6294
H 3.5418 1.9099 0.6049
H 4.9871 1.7270 1.6394
H 3.9250 0.3448 1.3108
H 4.6102 0.6898 -1.1922
H 5.8482 0.0141 -0.1901
H 5.5382 2.6430 -1.1602
C -0.6786 -3.6122 -0.3434
C 0.4853 -3.3569 -1.3376
O 1.6715 -4.0003 -0.8729
H -0.5708 -3.1554 0.6404
H -0.8298 -4.6723 -0.1401
H -1.6381 -3.2435 -0.7062
H 0.7349 -2.3379 -1.6335
H 0.2221 -3.7835 -2.3055
H 1.9462 -4.7018 -1.4680
C 1.0520 -3.3988 6.0293
C 1.7374 -2.6998 4.9145
O 0.9964 -2.8870 3.7372
H -0.0002 -3.1977 6.2306
H 1.6295 -3.3300 6.9512
H 1.0381 -4.4844 5.9320
H 2.6979 -3.2113 4.8511
H 1.9208 -1.6466 5.1270
H 1.6924 -3.0002 3.0858
C -3.3778 -0.4995 5.9982
C -2.5015 -0.1755 4.7269
O -3.3008 0.4248 3.7200
H -3.7925 0.3806 6.4897
H -2.6580 -0.9885 6.6546
H -4.0829 -1.2878 5.7344
H -2.0180 -1.0924 4.3899
H -1.7130 0.5346 4.9762
H -3.5059 1.3432 3.9096
C 2.6821 1.4604 -3.7119
C 1.6486 2.5910 -3.5702
O 2.1507 3.8423 -3.9173
H 2.1981 0.5028 -3.5202
H 3.5560 1.5236 -3.0635
H 3.0314 1.3849 -4.7417
H 1.2310 2.5519 -2.5641
H 0.8960 2.3921 -4.3331
H 1.4173 4.4192 -4.1432
O -3.9795 -0.4661 -1.6149
H -3.8348 0.3960 -2.0048
H -4.1561 -0.2854 -0.6916
O -3.4452 2.3650 -1.9789
H -3.2613 3.2251 -2.3565
H -3.3774 2.4986 -1.0335
O -3.1553 2.9283 0.6566
H -2.6086 3.7138 0.6742
H -3.9375 3.1691 1.1528
O -3.8916 0.4008 1.0660
H -3.7833 0.2557 2.0059
H -3.5953 1.3002 0.9262
O 0.2669 4.0609 3.2809
H 0.8804 4.2176 2.5630
H -0.2320 3.2915 3.0065
C 0.8295 0.4973 3.0842
C 0.3608 1.2108 1.8249
C 0.1611 0.3297 0.5355
O -0.2774 1.1716 -0.4954
C -0.5123 0.5278 -1.7375
N -0.8654 1.8822 2.1449
H 0.0915 -0.2095 3.4634
H 1.0039 1.2920 3.8096
H 1.8208 0.0741 2.9221
H 1.1387 1.9357 1.5852
H -0.6432 -0.3677 0.7700
H 1.0784 -0.2130 0.3071
H -1.1646 -0.3404 -1.6436
H 0.4452 0.1597 -2.1062
H -1.0162 1.2094 -2.4227
H -1.5062 1.2565 2.6119
H -1.3838 2.0563 1.2956
C -3.4781 -2.9927 -9.0455
C -2.4300 -2.3860 -8.1818
C -2.9116 -2.0503 -6.7286
O -2.0094 -1.2320 -6.0497
C -2.3561 -0.6995 -4.7791
N -1.3956 -3.3974 -8.1618
H -3.6643 -4.0555 -8.8907
H -3.0343 -3.0310 -10.0403
H -4.3601 -2.3591 -9.1392
H -2.0440 -1.4818 -8.6524
H -3.1222 -2.9520 -6.1535
H -3.8261 -1.4659 -6.8303
H -3.2905 -0.1497 -4.6663
H -1.5412 -0.0122 -4.5515
H -2.2872 -1.5228 -4.0681
H -0.6689 -3.1827 -7.4940
H -1.8192 -4.1975 -7.7140
```

These are the Mulliken partial charges, in e, on atoms 1 to 99: C -0.458; C -0.553; O -0.528; H 0.302; H 0.125; H 0.276; H 0.356; H 0.277; H 0.292; C -0.386; C -0.313; O -0.569; H 0.146; H 0.246; H 0.181; H 0.052; H 0.345; H 0.334; C -0.922; C 0.075; O -0.543; H 0.129; H 0.353; H 0.310; H -0.018; H 0.350; H 0.290; C -1.305; C 0.120; O -0.444; H 0.264; H 0.377; H 0.324; H 0.374; H 0.057; H 0.260; C -1.241; C -0.486; O -0.286; H 0.385; H 0.369; H 0.317; H 0.211; H 0.252; H 0.025; C -0.853; C 0.181; O -0.547; H 0.255; H -0.020; H 0.393; H 0.074; H 0.148; H 0.339; O -0.646; H 0.282; H 0.397; O -0.786; H 0.204; H 0.007; O 1.418; H -0.332; H -0.736; O -0.487; H 0.517; H 0.227; O -0.666; H 0.276; H 0.482; C -0.607; C 0.584; C -1.028; O -0.585; C -0.290; N -0.220; H -0.087; H 0.068; H 0.392; H -0.140; H 0.237; H 0.434; H 0.337; H -0.069; H 0.277; H 0.210; H -0.325; C -1.378; C 0.491; C -0.734; O -0.334; C -0.613; N -0.800; H 0.303; H 0.386; H 0.359; H 0.317; H 0.285; H 0.329; H 0.360